{
  "formula": "C26H34CsIN2O5SSi",
  "method": "the ωB97M-V functional and the def2-TZVPD basis",
  "lumo_energy_ev": 3.92,
  "total_energy_ev": -68097.12527,
  "total_charge": -2,
  "e_above_lowest_kcal_mol": 13.76,
  "homo_lumo_gap_ev": 5.2,
  "e_homo_ev": -1.3,
  "species": ["Cs", "I", "C", "C", "C", "C", "C", "C", "C", "C", "C", "C", "H", "H", "H", "H", "H", "H", "C", "C", "C", "C", "C", "C", "C", "S", "O", "O", "O", "H", "H", "H", "H", "H", "H", "H", "C", "N", "C", "C", "C", "N", "C", "C", "O", "H", "H", "H", "H", "H", "H", "H", "H", "H", "H", "H", "H", "C", "Si", "C", "C", "O", "H", "H", "H", "H", "H", "H", "H", "H", "H"],
  "coordinates": [[-0.90348, -0.20094, -1.35289], [-4.76446, -0.13350, 0.12071], [-4.50693, 0.29721, 2.17765], [-5.63170, 0.52706, 2.91531], [-5.49026, 0.81807, 4.29320], [-4.25070, 0.86272, 4.85912], [-3.08181, 0.62399, 4.09036], [-1.79324, 0.66859, 4.67577], [-0.69435, 0.42992, 3.89734], [-0.83448, 0.14276, 2.51837], [-2.04666, 0.07911, 1.85497], [-3.17911, 0.32943, 2.69264], [-6.61179, 0.49141, 2.46066], [-6.37497, 1.00516, 4.89234], [-4.13996, 1.08537, 5.91702], [-1.70057, 0.89124, 5.73486], [0.29516, 0.46183, 4.34891], [0.08621, -0.04603, 1.96234], [1.01183, -7.22751, 3.28400], [0.94840, -6.23790, 2.14805], [1.96531, -5.30679, 1.95843], [1.92263, -4.40865, 0.90354], [0.85421, -4.43542, 0.01657], [-0.17460, -5.34543, 0.20198], [-0.12217, -6.24040, 1.26210], [0.83443, -3.32054, -1.38032], [1.70027, -3.98059, -2.34631], [1.36753, -2.06220, -0.87078], [-0.56375, -3.22796, -1.77844], [1.54707, -6.80991, 4.13805], [1.52910, -8.14280, 2.98372], [0.01102, -7.50755, 3.61564], [2.79371, -5.27536, 2.65896], [2.69427, -3.66415, 0.75989], [-1.01408, -5.32078, -0.47917], [-0.93421, -6.94313, 1.41765], [1.64176, 3.20061, -2.27323], [2.71200, 2.28089, -1.91837], [3.92969, 2.86922, -1.41791], [4.81596, 1.81712, -0.78383], [5.00792, 0.67886, -1.76343], [3.72868, 0.16693, -2.18753], [3.73260, -1.12037, -2.85570], [2.64544, 0.99315, -2.41359], [1.64613, 0.59446, -2.98633], [1.43698, 3.85205, -1.41966], [0.72759, 2.65743, -2.52036], [1.93363, 3.82823, -3.12563], [3.65566, 3.63273, -0.68416], [4.48191, 3.38527, -2.22242], [4.33530, 1.43684, 0.12018], [5.78172, 2.24850, -0.51245], [5.55956, -0.14435, -1.30228], [5.60867, 1.02577, -2.62272], [4.31830, -1.82521, -2.26487], [4.16687, -1.04891, -3.86294], [2.72280, -1.50307, -2.92720], [-4.01493, 3.44705, -3.02428], [-2.19723, 3.58410, -2.50052], [-2.24214, 4.35220, -0.76388], [-1.51093, 4.98075, -3.60707], [-1.38201, 2.23592, -2.58988], [-4.55746, 4.39684, -2.98096], [-4.53590, 2.73244, -2.38001], [-4.07860, 3.06816, -4.04957], [-2.83431, 5.27209, -0.71588], [-1.22563, 4.58969, -0.43257], [-2.65949, 3.64095, -0.04603], [-2.13580, 5.87928, -3.55871], [-1.46673, 4.65553, -4.65082], [-0.49589, 5.26252, -3.30762]],
  "forces_ev_per_a": [[-0.3, 0.1, 0.2], [0.0, 0.1, 0.2], [0.0, -0.1, -0.3], [0.1, 0.0, 0.2], [-0.1, 0.0, -0.1], [0.1, 0.0, 0.1], [0.0, 0.0, -0.1], [-0.1, 0.0, 0.0], [0.1, 0.0, -0.1], [0.0, 0.0, 0.1], [0.0, 0.0, -0.2], [-0.1, 0.0, 0.1], [0.0, 0.0, 0.0], [0.0, 0.0, 0.0], [0.0, 0.0, 0.0], [0.0, 0.0, 0.0], [0.0, 0.0, 0.0], [0.0, 0.0, 0.0], [0.0, 0.0, 0.0], [0.0, -0.1, 0.0], [0.0, 0.0, 0.0], [-0.1, 0.0, -0.1], [0.0, 0.0, 0.1], [0.1, 0.0, 0.0], [0.0, 0.0, 0.0], [0.0, -0.1, 0.0], [0.0, 0.1, -0.1], [0.3, -0.1, 0.1], [0.0, -0.2, -0.1], [0.0, 0.0, 0.0], [0.0, 0.0, 0.0], [0.0, 0.0, 0.0], [0.0, 0.0, 0.0], [0.0, 0.0, 0.0], [0.0, 0.0, 0.0], [0.0, 0.0, 0.0], [0.1, 0.0, 0.0], [0.0, -0.1, 0.0], [0.0, 0.0, 0.0], [0.0, 0.0, 0.0], [0.0, 0.0, 0.0], [0.0, 0.0, -0.1], [0.0, 0.0, 0.0], [-0.1, 0.1, 0.1], [0.1, -0.1, -0.2], [0.0, 0.0, 0.0], [0.0, 0.0, 0.0], [0.0, 0.0, 0.0], [0.0, 0.0, 0.0], [0.0, 0.0, 0.0], [0.0, 0.0, 0.0], [0.0, 0.0, 0.0], [0.0, 0.0, 0.0], [0.0, 0.0, 0.0], [0.0, 0.0, 0.0], [0.0, 0.0, 0.0], [0.0, 0.0, 0.0], [-0.1, -0.1, -0.1], [0.1, 0.0, 0.0], [0.0, 0.0, 0.0], [0.0, 0.0, 0.0], [-0.2, 0.3, -0.1], [0.0, 0.0, 0.0], [0.0, 0.0, 0.0], [0.0, 0.0, 0.0], [0.0, 0.0, 0.0], [0.0, 0.0, 0.0], [0.0, 0.0, 0.0], [0.0, 0.0, 0.0], [0.0, 0.0, 0.0], [0.0, 0.0, 0.0]],
  "mulliken_charge": [1.193, -0.007, -0.245, -0.604, -0.305, -0.862, 1.087, -0.791, -0.581, -0.339, -0.208, 0.011, 0.354, 0.340, 0.275, 0.269, 0.318, 0.180, -1.414, 1.041, -0.716, -0.440, -0.126, -0.446, -0.655, 1.645, -0.783, -0.659, -0.849, 0.346, 0.272, 0.353, 0.287, 0.376, 0.432, 0.296, -1.044, 0.389, -0.613, -0.724, -0.649, 0.465, -1.081, 0.301, -0.758, 0.323, 0.328, 0.256, 0.328, 0.307, 0.292, 0.360, 0.368, 0.271, 0.338, 0.280, 0.246, -0.999, 0.424, -0.977, -1.142, -0.734, 0.290, 0.192, 0.251, 0.308, 0.223, 0.261, 0.342, 0.276, 0.262]
}



{
  "formula": "C3H5NO2",
  "method": "the ωB97M-V functional and the def2-TZVPD basis",
  "lumo_energy_ev": -0.18,
  "total_energy_ev": -8775.78492,
  "e_above_lowest_kcal_mol": 44.04,
  "homo_lumo_gap_ev": 9.7,
  "e_homo_ev": -9.8,
  "smiles": "C/N=C(/O)C=O",
  "species": ["C", "N", "C", "O", "C", "O", "H", "H", "H", "H", "H"],
  "coordinates": [[0.34345, 1.54978, 0.17453], [-0.72263, 0.58981, 0.15302], [-0.56182, -0.64527, -0.09728], [-1.62285, -1.46168, -0.06125], [0.73247, -1.38569, -0.18539], [1.01738, -2.49373, 0.14550], [-0.08730, 2.50184, 0.48282], [0.78083, 1.67662, -0.82069], [1.14263, 1.28153, 0.87051], [-2.41605, -0.93788, 0.12699], [1.39391, -0.67533, -0.78876]],
  "forces_ev_per_a": [[0.4, 0.2, 0.0], [-0.2, -1.0, -0.7], [-1.2, 0.3, 2.0], [-0.3, -0.5, -0.2], [0.8, 1.7, -2.2], [-0.2, 0.0, 0.3], [0.2, 0.0, 0.0], [0.0, 0.1, 0.1], [0.0, 0.1, 0.0], [0.2, 0.1, -0.1], [0.4, -1.0, 0.8]],
  "mulliken_charge": [-0.838, -0.553, 0.725, -0.485, 0.040, -0.413, 0.274, 0.327, 0.325, 0.354, 0.243]
}